Entry 1:
Here is C7H14ClI2NOPRh as an isolated structure at a distorted geometry from the OMol25 dataset. Energies are from the ωB97M-V functional and the def2-TZVPD basis.

XYZ file:
```
28
Properties=species:S:1:pos:R:3:forces:R:3:mulliken_charge:R:1
I -0.398 -1.919 -5.354 -0.83 0.93 -0.48 0.471
I -2.204 0.667 -5.079 0.54 -1.02 -0.67 0.425
Rh 0.008 0.063 -0.022 1.42 0.94 2.66 0.318
P 1.802 1.329 -0.580 1.12 0.65 0.96 1.027
C 2.128 1.572 -2.328 -0.01 -0.01 -0.04 -1.184
C 1.619 2.985 0.156 -0.15 -0.26 -0.22 -1.089
H 3.169 0.445 1.208 0.07 0.09 -0.29 0.377
H 4.157 1.318 -0.024 -0.16 -0.16 0.02 0.396
H 3.542 -0.335 -0.360 0.07 0.17 0.13 0.351
C 3.328 0.619 0.137 -0.37 -0.04 -0.23 -1.085
H 1.411 2.878 1.225 0.10 0.03 -0.22 0.381
H 2.540 3.554 -0.004 -0.13 -0.05 0.01 0.395
H 3.004 2.213 -2.431 -0.03 -0.02 -0.15 0.397
H 1.264 2.043 -2.795 0.04 0.10 -0.09 0.347
H 0.780 3.493 -0.329 0.12 0.06 0.10 0.352
H 2.313 0.608 -2.801 0.10 0.02 -0.07 0.351
C -0.408 -0.255 -1.723 -1.54 -1.32 -3.73 0.371
O -0.754 -0.547 -2.794 0.99 0.77 2.64 -0.308
Cl 0.627 0.462 2.229 0.16 0.12 -0.64 -0.441
C -3.666 -3.215 2.438 -0.08 -0.35 -0.07 -1.110
C -3.007 -1.872 2.765 -0.13 -0.59 1.15 -0.186
C -2.129 -1.368 1.738 0.49 0.37 -0.61 0.203
N -1.414 -0.942 0.944 -1.93 -1.24 0.82 -0.319
H -4.254 -3.156 1.527 -0.06 0.00 -0.08 0.340
H -4.337 -3.510 3.254 0.23 0.21 -0.18 0.323
H -2.922 -4.004 2.323 -0.02 0.06 -0.01 0.344
H -3.779 -1.134 2.978 0.09 0.27 -0.13 0.282
H -2.421 -1.991 3.701 -0.10 0.28 -0.56 0.271
```
Positions in Å, forces in eV/Å.

The spin multiplicity is 5. As for the HOMO energy (alpha / beta): -0.5751 / -0.5746 hartree. Its frontier orbital gap (alpha / beta) is 9.12 / 3.84 eV. For the total energy, the calculation gives -52026.1295 eV. For the LUMO energy (alpha / beta), the calculation gives -6.532 / -11.799 eV. As for the charge: +2.

Entry 2:
Here is an isolated molecule of C2H2BrN3 at a distorted geometry from the OMol25 dataset. Energies are from the ωB97M-V functional and the def2-TZVPD basis.

XYZ file:
```
8
Properties=species:S:1:pos:R:3:forces:R:3:mulliken_charge:R:1
H -0.131 -2.111 -0.518 -0.06 1.01 0.98 0.250
N 0.415 -1.320 -0.108 -3.91 5.32 -0.46 -0.567
C -0.274 -0.087 -0.026 2.98 -5.38 -0.83 0.423
Br -2.167 0.428 0.030 1.36 -0.63 -0.13 -0.116
N 0.560 1.025 -0.065 -2.61 2.09 1.61 -0.241
C 1.859 0.870 -0.032 0.53 -0.43 -0.22 0.328
N 2.992 0.867 0.014 2.07 -0.06 0.03 -0.373
H 0.318 1.954 0.402 -0.35 -1.92 -0.98 0.297
```
Positions in Å, forces in eV/Å.

As for the HOMO energy: -0.3738 hartree. The SMILES is [H]/N=C(\Br)NC#N. Its frontier orbital gap is 10.25 eV. For the total energy, the calculation gives -76617.0526 eV. For the LUMO energy, the calculation gives 0.078 eV.

Quick rundown of energy relative to the best compared isomer or geometry (same formula, charge and spin), same order as above: 0.0 33.7 kcal per mole